(1)
ORCA calculation (the ωB97M-V functional and the def2-TZVPD basis) on C37H29N6O6PSTi as an isolated structure.

The geometry in XYZ format:
```
81
Properties=species:S:1:pos:R:3:mulliken_spin:R:1
Ti -16.0147 5.7307 12.1658 0.98
C -18.3391 1.9168 12.7617 0.00
C -17.8125 3.2761 12.7648 0.03
N -16.8679 3.6936 11.9336 -0.02
N -16.7523 3.1054 10.6590 0.01
C -16.8408 3.9032 9.5662 0.01
N -16.5256 3.3244 8.3936 0.00
S -17.2490 5.5230 9.8581 -0.01
C -18.3457 4.3316 13.6196 0.04
C -19.6576 4.2143 14.1476 0.01
C -20.0087 5.1829 15.0655 0.01
C -19.2055 6.3048 15.2384 0.00
C -18.0527 6.4341 14.4977 0.01
N -17.6508 5.5224 13.5546 0.01
H -19.3094 1.9083 13.1907 0.00
H -17.6574 1.2338 13.3207 0.00
H -18.4010 1.4809 11.7320 0.00
H -16.2999 2.1966 10.5167 0.00
H -16.1296 2.3283 8.4720 0.00
H -16.4438 3.8686 7.5348 0.00
H -20.3420 3.4049 13.8685 0.00
H -20.9686 5.0962 15.5999 0.00
H -19.4945 7.1218 15.8638 0.00
H -17.3311 7.2514 14.7660 0.00
C -14.8180 8.4748 5.7735 0.00
C -13.5422 8.0417 6.0632 0.00
C -13.2819 7.2356 7.1477 0.00
C -14.3035 7.0887 8.1242 0.01
C -15.5384 7.6556 7.8857 0.00
C -15.8235 8.3176 6.7095 0.00
P -14.0305 6.3418 9.7631 0.00
C -12.4310 5.5093 9.5035 -0.01
C -11.3726 5.8008 10.3469 0.00
C -10.2539 5.0515 10.2787 0.00
C -10.1121 3.9393 9.4572 0.00
C -11.1615 3.6725 8.5760 0.00
C -12.3186 4.5066 8.5548 0.00
C -13.7214 7.8900 10.6923 -0.03
C -12.5782 8.7003 10.4456 0.00
C -12.5018 10.0280 10.8919 0.00
C -13.5834 10.6825 11.4987 0.00
C -14.7942 9.9087 11.6487 0.00
C -16.0491 10.4955 11.9793 0.00
C -17.1571 9.7729 12.3440 0.00
C -17.1732 8.3786 12.0641 -0.01
C -16.0112 7.7051 11.6844 -0.07
C -14.8420 8.4862 11.3087 0.04
H -15.0551 9.1050 4.9211 0.00
H -12.6867 8.4516 5.4508 0.00
H -12.3202 6.8244 7.2721 0.00
H -16.3134 7.5359 8.6385 0.00
H -16.8488 8.6715 6.4873 0.00
H -11.4257 6.5622 11.1553 0.00
H -9.3901 5.3092 10.9005 0.00
H -9.2427 3.2934 9.5332 0.00
H -11.1191 2.7521 8.0084 0.00
H -13.0765 4.3103 7.7880 0.00
H -11.6193 8.3327 10.0020 0.00
H -11.5699 10.5610 10.6978 0.00
H -13.5049 11.7752 11.7900 0.00
H -15.8902 11.5379 12.2045 0.00
H -18.0422 10.2325 12.7987 0.00
H -18.0970 7.8624 12.2644 0.00
O -14.9182 6.3304 13.9028 -0.01
C -13.9393 5.6324 13.4901 0.01
O -14.1773 4.8635 12.4183 -0.01
C -12.6015 5.6863 14.1188 -0.01
C -11.5225 4.9115 13.5839 0.00
C -10.2902 4.9395 14.2103 0.00
C -10.0676 5.6514 15.3461 0.00
C -11.2071 6.3014 15.8634 0.00
C -12.4987 6.3338 15.2967 0.00
N -11.0459 6.9921 17.1470 0.00
O -10.0794 6.7508 17.9116 0.00
O -11.9535 7.8556 17.4048 0.00
N -9.2358 4.1699 13.6770 0.00
O -8.1186 4.3701 14.1600 0.00
O -9.4999 3.4015 12.7533 0.00
H -11.6862 4.2451 12.7505 0.00
H -9.0420 5.7217 15.7784 0.00
H -13.2301 6.9930 15.7697 0.00
```

The calculation puts the frontier orbital gap (spin up / spin down) at 5.40 / 5.48 eV. Its expectation value of S² is 0.758. The calculation puts the LUMO energy (spin up / spin down) at -4.45 / -4.48 eV. As for the multiplicity: 2. Its charge is +1.

=====

(2)
ORCA calculation (the ωB97M-V functional and the def2-TZVPD basis) on C37H29N8O6Ti as an isolated structure.

The geometry in XYZ format:
```
81
Properties=species:S:1:pos:R:3:lowdin_charge:R:1
Ti -0.5281 0.7905 0.9094 1.07
O -0.0913 1.7363 2.5682 -0.17
C -0.9800 2.4466 3.2214 -0.34
C -0.5996 3.6807 3.7853 -0.01
C -1.4976 4.4587 4.4807 -0.10
C -2.8149 4.0340 4.6768 -0.12
C -3.1988 2.8145 4.1646 -0.06
C -2.3181 2.0164 3.4252 -0.14
C -2.7253 0.6873 3.0187 -0.05
N -2.0971 0.0533 2.1043 -0.07
N -2.3245 -1.3128 1.9806 0.10
C -1.2107 -1.8630 1.5769 -0.45
O -0.1109 -1.2297 1.3354 -0.15
C -1.2066 -3.3460 1.4285 -0.14
C -2.3942 -4.0559 1.2757 -0.03
C -2.3659 -5.4330 1.1213 -0.09
C -1.1547 -6.1139 1.1307 -0.10
C 0.0306 -5.4101 1.2916 -0.09
C 0.0040 -4.0302 1.4382 -0.04
H 0.4236 4.0006 3.6348 0.11
H -1.1749 5.4119 4.8835 0.10
H -3.5159 4.6466 5.2280 0.09
H -4.2095 2.4531 4.3226 0.11
H -3.5060 0.1666 3.5732 0.13
H -3.3279 -3.5104 1.2697 0.11
H -3.2920 -5.9784 0.9883 0.10
H -1.1358 -7.1900 1.0091 0.09
H 0.9778 -5.9353 1.3009 0.10
H 0.9195 -3.4645 1.5555 0.11
C 0.9694 1.6168 -3.4260 -0.13
N 0.3448 2.4777 -2.4415 -0.02
C 1.1831 3.0559 -1.4239 -0.13
C 2.0013 2.1268 -0.5649 -0.27
N 1.5512 1.2221 0.2753 0.11
C 2.6811 0.6156 0.8285 -0.19
C 2.8005 -0.4070 1.7691 0.01
C 4.0764 -0.8065 2.1142 -0.08
C 5.2170 -0.2166 1.5496 -0.10
C 5.1117 0.8025 0.6253 -0.03
C 3.8250 1.2025 0.2874 -0.19
N 3.3566 2.1728 -0.5768 0.18
C 1.7102 0.4095 -2.9200 -0.33
N 2.9966 0.2183 -3.0886 0.16
C 3.2559 -0.9889 -2.4510 -0.24
C 4.4538 -1.6805 -2.2740 -0.04
C 4.4205 -2.8611 -1.5566 -0.11
C 3.2212 -3.3598 -1.0207 -0.10
C 2.0247 -2.6903 -1.1882 -0.01
C 2.0695 -1.5037 -1.9110 -0.19
N 1.0886 -0.5990 -2.2492 0.19
H 0.1884 1.2874 -4.1146 0.13
H 1.6922 2.2001 -4.0030 0.12
H -0.5250 2.1154 -2.0754 0.07
H 1.8889 3.7474 -1.9018 0.12
H 0.5441 3.6402 -0.7604 0.13
H 1.9210 -0.8711 2.1910 0.10
H 4.2011 -1.6045 2.8350 0.10
H 6.1977 -0.5711 1.8399 0.10
H 5.9860 1.2600 0.1809 0.11
H 3.8887 2.6307 -1.2962 0.16
H 5.3779 -1.2927 -2.6843 0.10
H 5.3380 -3.4147 -1.3982 0.09
H 3.2370 -4.2860 -0.4591 0.09
H 1.0980 -3.0553 -0.7672 0.10
H 0.1675 -0.5342 -1.8004 0.11
O -1.3916 2.3277 0.3334 -0.22
C -2.3333 2.5969 -0.5430 -0.21
C -2.7621 1.6436 -1.4913 -0.18
C -3.7716 1.9564 -2.4294 0.04
C -4.1990 1.0237 -3.3411 -0.18
C -3.6786 -0.2726 -3.3998 -0.04
C -2.6881 -0.5966 -2.4975 -0.01
C -2.2095 0.3290 -1.5612 -0.31
O -1.2198 -0.0506 -0.7443 -0.23
N -5.2457 1.4043 -4.2924 -0.36
O -5.7061 2.5325 -4.2355 0.04
O -5.6159 0.5710 -5.1034 0.04
H -2.8031 3.5739 -0.4877 0.11
H -4.2149 2.9424 -2.4336 0.12
H -4.0483 -0.9776 -4.1271 0.10
H -2.2482 -1.5866 -2.4884 0.12
```

The calculation puts the frontier orbital gap (spin up / spin down) at 5.18 / 5.17 eV. The calculation puts the LUMO energy (spin up / spin down) at 2.48 / 2.48 eV. Its charge is -1.

=====

(3)
ORCA calculation (the ωB97M-V functional and the def2-TZVPD basis) on C37H30BClF9N5O3PbSe as an isolated structure.

The geometry in XYZ format:
```
88
Properties=species:S:1:pos:R:3:lowdin_charge:R:1
Pb 0.0208 0.7998 -0.3345 1.59
C 3.3767 -2.5739 0.5689 -0.06
O 2.6151 -1.9778 -0.4659 -0.08
C 3.2590 -1.1393 -1.3103 -0.25
C 4.6356 -0.9593 -1.3676 -0.01
C 5.1777 -0.0998 -2.3169 -0.08
C 4.3666 0.5755 -3.2141 -0.08
C 2.9886 0.4066 -3.1489 -0.02
C 2.4443 -0.4331 -2.1981 -0.20
N 1.0242 -0.5530 -2.0391 -0.05
N 0.4744 -1.2103 -2.9521 0.14
C -0.8576 -1.5227 -2.9505 -0.14
C -1.6958 -1.4862 -1.8165 -0.35
O -1.3716 -1.0058 -0.6671 -0.26
C -2.9960 -2.0831 -1.9502 0.00
C -3.4438 -2.5949 -3.1166 -0.01
C -2.6305 -2.6068 -4.2883 -0.17
C -3.1029 -3.1399 -5.5042 -0.05
C -2.3014 -3.1670 -6.6129 -0.09
C -0.9950 -2.6556 -6.5279 -0.08
C -0.5176 -2.1263 -5.3569 -0.02
C -1.3255 -2.0885 -4.1998 -0.09
H 4.1261 -3.2579 0.1619 0.10
H 3.8606 -1.8176 1.1883 0.08
H 2.6702 -3.1343 1.1748 0.10
H 5.2858 -1.4808 -0.6795 0.11
H 6.2511 0.0390 -2.3479 0.11
H 4.7970 1.2421 -3.9491 0.10
H 2.3214 0.9413 -3.8140 0.12
H -3.6180 -2.0834 -1.0643 0.08
H -4.4428 -3.0141 -3.1788 0.11
H -4.1141 -3.5292 -5.5431 0.11
H -2.6654 -3.5753 -7.5465 0.10
H -0.3566 -2.6744 -7.4022 0.10
H 0.4853 -1.7290 -5.3043 0.10
C 0.5652 5.0797 -0.1701 -0.04
C -0.0553 4.2757 0.8741 -0.26
N -0.5433 3.6407 1.6974 0.16
H 0.2617 4.6885 -1.1391 0.08
H 1.6480 5.0290 -0.0743 0.08
H 0.2386 6.1140 -0.0804 0.09
Cl -4.7938 1.7105 4.4816 0.71
C -3.4329 1.3810 5.5260 -0.59
C -3.6514 1.2822 6.8876 -0.10
C -2.5874 0.9712 7.7213 -0.07
C -1.3237 0.7610 7.1892 -0.07
C -1.1220 0.8713 5.8225 -0.03
C -2.1722 1.1902 4.9663 -0.34
C -1.9524 1.2983 3.4948 -0.41
H -4.6433 1.4444 7.2861 0.11
H -2.7510 0.8936 8.7878 0.11
H -0.4934 0.5184 7.8384 0.11
H -0.1343 0.7294 5.4008 0.12
H -0.9208 1.5203 3.2396 0.06
H -2.5778 2.0555 3.0482 0.01
C -3.4577 2.3884 0.7679 -0.01
N -4.0734 1.0677 0.6899 -0.06
C -5.1155 0.7859 -0.1638 -0.01
C -5.4967 -0.4841 0.0710 -0.03
N -4.6835 -0.9669 1.0750 -0.12
C -4.7072 -2.3336 1.5763 -0.02
C -3.8063 -0.0130 1.4318 -0.51
Se -2.4177 -0.4250 2.6472 1.15
H -3.7255 2.9344 -0.1280 0.10
H -2.3780 2.3101 0.8034 0.03
H -3.8152 2.9127 1.6521 0.09
H -5.4558 1.5110 -0.8804 0.14
H -6.2490 -1.0956 -0.3929 0.13
H -5.7068 -2.7338 1.4315 0.10
H -4.4684 -2.3328 2.6370 0.07
H -3.9847 -2.9464 1.0385 0.10
F -1.6047 3.4382 -1.4986 0.07
B -1.8689 2.4659 -2.4953 -1.28
F -0.6475 1.6971 -2.6271 -0.01
F -2.2046 3.0361 -3.6900 0.17
F -2.8656 1.5955 -2.0121 0.11
F 6.6533 3.3656 0.0425 0.11
C 5.5033 2.7211 0.2858 -0.16
C 4.3710 2.9958 -0.4574 -0.16
F 4.4137 3.9190 -1.4250 0.11
C 3.2018 2.3131 -0.2034 -0.15
F 2.1066 2.5996 -0.9598 0.02
C 3.0758 1.3122 0.7724 -0.33
O 1.9705 0.6579 0.9703 -0.25
C 4.2432 1.0900 1.5223 -0.15
F 4.2236 0.1691 2.5027 0.09
C 5.4243 1.7647 1.2825 -0.15
F 6.5094 1.4866 2.0142 0.11
```

The calculation puts the frontier orbital gap at 7.42 eV. The calculation puts the LUMO energy at -0.10 eV.

=====

Number 1: maximum force 3.62 eV/A. Number 2: maximum force 0.58 eV/A. Number 3: maximum force 0.31 eV/A.